This record from the OMol25 dataset describes an isolated molecule of C6H4 at a distorted geometry. The level of theory is ωB97M-V with the def2-TZVPD basis set.

The geometry in ORCA input format:
```
! RIJCOSX wB97M-V def2-TZVPD def2/J DEFGRID3
* xyz 0 1
C -1.84 1.41 -0.40
C -1.18 0.43 -0.27
C -0.22 -0.58 0.11
C 1.12 0.15 0.13
C 1.88 1.31 0.46
C 2.17 0.46 -0.66
H -2.30 2.32 -0.72
H -0.09 -1.35 -0.77
H -0.46 -1.22 0.99
H 2.70 0.26 -1.61
*
```

Computed properties:
Energy relative to the best compared isomer or geometry (same formula, charge and spin) ... 51.1 kcal per mole
SMILES string ... C#CCC1=C=C1
DFT total energy ... -230.79522 Ha
E_LUMO ... 0.888 eV
Gap between HOMO and LUMO ... 9.81 eV

=====

This record from the OMol25 dataset describes an isolated molecule of C8H6IN at a distorted geometry. The level of theory is ωB97M-V with the def2-TZVPD basis set.

The geometry in ORCA input format:
```
! RIJCOSX wB97M-V def2-TZVPD def2/J DEFGRID3
* xyz 0 1
I -2.66 1.18 -0.02
C -0.60 0.76 0.03
C 0.32 1.69 -0.29
C 1.71 1.25 0.03
C 1.50 -0.02 0.88
C 0.09 -0.41 0.56
N -0.37 -1.60 0.62
C -1.51 -1.94 0.09
C -2.82 -2.50 -0.12
C -2.11 -1.88 -1.15
H 0.11 2.65 -0.74
H 2.26 1.02 -0.89
H 2.26 2.02 0.56
H 1.59 0.21 1.94
H 2.19 -0.83 0.65
H -1.97 -1.59 -2.16
*
```

Computed properties:
Energy relative to the best compared isomer or geometry (same formula, charge and spin) ... 26.9 kcal per mole
SMILES string ... IC1=CCC/C1=N/C1=C=C1
DFT total energy ... -660.71034 Ha
E_LUMO ... -0.183 eV
Gap between HOMO and LUMO ... 7.81 eV

=====

This record from the OMol25 dataset describes a structure of composition C17H31BCrF4N5O3P2S3 at a distorted geometry. The level of theory is ωB97M-V with the def2-TZVPD basis set.

The geometry in ORCA input format:
```
! RIJCOSX wB97M-V def2-TZVPD def2/J DEFGRID3
* xyz -1 5
Cr 0.77 0.06 -0.04
C -1.69 0.08 3.38
N -2.81 0.83 2.83
C -4.07 0.64 3.51
P -2.76 1.12 1.19
O -1.41 1.33 0.69
O -3.48 -0.20 0.52
P -2.63 -1.28 -0.34
O -1.18 -1.25 -0.14
N -3.33 -2.69 0.19
C -4.66 -2.81 0.74
C -2.54 -3.92 0.17
N -3.07 -0.89 -1.88
C -4.47 -0.92 -2.25
C -2.14 -1.17 -2.98
N -3.86 2.31 0.88
C -5.24 2.05 0.49
C -3.33 3.60 0.45
H -1.54 0.38 4.42
H -0.78 0.32 2.82
H -1.85 -1.01 3.34
H -3.95 0.90 4.56
H -4.43 -0.39 3.45
H -4.82 1.31 3.08
H -5.15 -1.84 0.75
H -4.63 -3.19 1.76
H -5.27 -3.50 0.14
H -1.58 -3.73 -0.30
H -3.06 -4.70 -0.39
H -2.37 -4.29 1.19
H -5.08 -0.57 -1.42
H -4.80 -1.92 -2.54
H -4.63 -0.25 -3.10
H -1.12 -1.26 -2.59
H -2.16 -0.35 -3.70
H -2.39 -2.11 -3.49
H -5.51 1.02 0.75
H -5.38 2.18 -0.59
H -5.91 2.73 1.01
H -2.25 3.61 0.58
H -3.77 4.40 1.04
H -3.54 3.78 -0.61
S 1.56 1.67 1.50
C 1.81 3.09 0.50
C 2.45 4.20 1.06
C 2.68 5.35 0.31
C 2.25 5.40 -1.01
C 1.60 4.31 -1.57
C 1.38 3.14 -0.84
S 0.58 1.79 -1.62
H 2.78 4.13 2.09
H 3.19 6.19 0.76
H 2.42 6.29 -1.60
H 1.26 4.34 -2.59
S 3.30 -2.55 2.59
C 1.76 -3.29 2.36
C 1.00 -2.51 1.56
N 1.58 -1.34 1.15
C 2.80 -1.23 1.61
H 1.53 -4.24 2.81
H 0.00 -2.74 1.23
H 3.45 -0.40 1.42
F 2.26 -3.33 -1.20
B 1.21 -2.82 -1.96
F 1.08 -1.40 -1.65
F 1.43 -2.95 -3.32
F 0.00 -3.45 -1.59
*
```

Computed properties:
Energy relative to the best compared isomer or geometry (same formula, charge and spin) ... 17.6 kcal per mole
DFT total energy ... -4512.51036 Ha
E_LUMO (spin up / spin down) ... 2.196 / 2.196 eV
Gap between HOMO and LUMO (spin up / spin down) ... 5.26 / 5.60 eV

=====

This record from the OMol25 dataset describes a structure of composition C12H17BN6O2Zn at a distorted geometry. The level of theory is ωB97M-V with the def2-TZVPD basis set.

The geometry in ORCA input format:
```
! RIJCOSX wB97M-V def2-TZVPD def2/J DEFGRID3
* xyz 2 1
C 2.94 0.09 -0.15
N 1.71 0.03 -0.67
N 1.85 0.03 -2.04
C 3.16 0.07 -2.37
C 3.89 0.10 -1.19
B 0.60 0.11 -2.96
N -0.39 -1.01 -2.56
N -0.83 -1.17 -1.25
C -1.75 -2.15 -1.26
C -1.90 -2.64 -2.56
C -1.02 -1.89 -3.35
Zn -0.16 -0.21 0.38
N -0.09 1.44 -2.55
N -0.46 1.62 -1.23
C -0.97 2.84 -1.12
C -0.96 3.47 -2.38
C -0.39 2.55 -3.25
H -1.29 3.23 -0.17
H -0.17 2.58 -4.31
H -1.32 4.46 -2.61
H 0.89 0.10 -4.12
H -0.80 -1.92 -4.41
H 3.46 0.07 -3.41
H -2.55 -3.43 -2.88
H 4.96 0.12 -1.10
H -2.26 -2.45 -0.35
H 3.11 0.12 0.92
H -2.59 -0.51 1.60
C -1.98 -1.31 2.02
H -2.52 -2.27 1.88
H -0.98 -1.38 1.56
H -1.86 -1.13 3.09
C 0.24 1.97 3.86
C 0.32 1.64 2.39
O 0.29 2.53 1.53
O 0.42 0.35 2.16
H 0.51 3.01 4.03
H 0.90 1.30 4.42
H -0.78 1.81 4.21
*
```

Computed properties:
Energy relative to the best compared isomer or geometry (same formula, charge and spin) ... 0.0 kcal per mole
DFT total energy ... -2750.04297 Ha
E_LUMO (spin up / spin down) ... -10.957 / -11.459 eV
Gap between HOMO and LUMO (spin up / spin down) ... 4.21 / 3.75 eV

=====

This record from the OMol25 dataset describes the ion C2H4NO with charge +1 at a distorted geometry. The level of theory is ωB97M-V with the def2-TZVPD basis set.

The geometry in ORCA input format:
```
! RIJCOSX wB97M-V def2-TZVPD def2/J DEFGRID3
* xyz 1 1
C -0.02 0.94 -0.26
C 0.50 -0.31 0.10
N -0.57 -1.20 0.08
O -1.67 -1.04 0.43
H -1.04 1.11 -0.07
H 0.56 1.57 -0.98
H 1.48 -0.64 -0.53
H 0.77 -0.43 1.22
*
```

Computed properties:
Energy relative to the best compared isomer or geometry (same formula, charge and spin) ... 106.3 kcal per mole
DFT total energy ... -208.10120 Ha
E_LUMO (spin up / spin down) ... -7.268 / -8.336 eV
Gap between HOMO and LUMO (spin up / spin down) ... 9.47 / 7.05 eV

=====

This record from the OMol25 dataset describes an isolated molecule of C2H3NO2S2 at a distorted geometry. The level of theory is ωB97M-V with the def2-TZVPD basis set.

The geometry in ORCA input format:
```
! RIJCOSX wB97M-V def2-TZVPD def2/J DEFGRID3
* xyz 0 1
O -1.19 1.53 1.45
S -0.17 0.91 0.66
O 1.45 1.95 0.25
C -0.52 0.26 -1.01
S -0.22 -1.52 -0.93
C 0.47 -1.45 0.62
N 0.34 -0.48 1.41
H 0.25 0.69 -1.77
H -1.47 0.57 -1.60
H 1.08 -2.45 0.92
*
```

Computed properties:
Energy relative to the best compared isomer or geometry (same formula, charge and spin) ... 115.0 kcal per mole
SMILES string ... O=S1(=O)CSC=N1
DFT total energy ... -1079.43747 Ha
E_LUMO ... -0.570 eV
Gap between HOMO and LUMO ... 9.23 eV

=====

This record from the OMol25 dataset describes a cluster of 2 separate species, C4H9O2 in total at a distorted geometry. The level of theory is ωB97M-V with the def2-TZVPD basis set.

The geometry in ORCA input format:
```
! RIJCOSX wB97M-V def2-TZVPD def2/J DEFGRID3
* xyz 0 2
C 0.82 -2.21 -0.68
C 0.09 -1.62 0.56
H 1.74 -1.78 -0.84
H 0.90 -3.28 -0.37
H 0.20 -2.09 -1.53
H -0.33 -0.66 0.33
H 0.66 -1.70 1.37
H -0.81 -2.21 0.79
C -0.65 1.68 -0.34
C -0.08 2.94 0.50
O -1.02 3.30 1.29
O 1.02 3.44 0.25
H -1.29 1.17 0.38
H 0.21 1.17 -0.67
H -1.46 1.86 -1.04
*
```

Computed properties:
Energy relative to the best compared isomer or geometry (same formula, charge and spin) ... 22.4 kcal per mole
DFT total energy ... -308.17744 Ha
E_LUMO (spin up / spin down) ... 0.758 / -3.272 eV
Gap between HOMO and LUMO (spin up / spin down) ... 11.56 / 7.43 eV

=====

This record from the OMol25 dataset describes an isolated molecule of C11H22N4O4 at a distorted geometry. The level of theory is ωB97M-V with the def2-TZVPD basis set.

The geometry in ORCA input format:
```
! RIJCOSX wB97M-V def2-TZVPD def2/J DEFGRID3
* xyz 0 1
N 6.28 -1.64 -0.42
C 6.10 -0.29 -0.96
C 4.99 0.64 -0.31
C 3.64 -0.10 -0.39
C 2.66 0.89 0.19
C 1.11 0.57 0.23
N 0.27 1.66 0.61
C -1.14 1.77 0.13
O -1.69 2.87 -0.04
C -1.81 0.34 -0.23
N -2.61 -0.27 0.88
C -2.84 0.53 -1.39
C -3.69 -0.68 -1.63
C -4.64 -0.83 -0.39
N -5.07 -2.04 -0.10
O -5.04 0.17 0.11
C 0.88 -0.73 1.00
O 1.26 -1.86 0.68
O 0.16 -0.46 2.08
H 5.43 -2.17 -0.69
H 6.13 -1.43 0.60
H 5.90 -0.32 -2.00
H 7.07 0.12 -0.86
H 5.11 0.94 0.66
H 4.77 1.55 -1.01
H 3.85 -0.98 0.25
H 3.38 -0.45 -1.40
H 2.59 1.83 -0.45
H 3.06 1.15 1.24
H 0.96 0.18 -0.73
H 0.89 2.55 0.63
H -1.03 -0.27 -0.74
H -2.12 -0.48 1.78
H -3.60 0.18 0.99
H -3.44 1.39 -1.17
H -2.30 0.68 -2.25
H -3.03 -1.56 -1.65
H -4.25 -0.57 -2.61
H -4.58 -2.84 -0.60
H -5.51 -2.33 0.91
H -0.36 0.45 2.19
*
```

Computed properties:
Energy relative to the best compared isomer or geometry (same formula, charge and spin) ... 98.3 kcal per mole
SMILES string ... NCCCC[C@H](NC(=O)[C@@H](N)CCC(N)=O)C(=O)O
DFT total energy ... -952.25687 Ha
E_LUMO ... 0.487 eV
Gap between HOMO and LUMO ... 9.69 eV